<i>
The following is a quantum chemistry calculation of an isolated molecule of C22H31N3O4, from the OMol25 dataset.

HOMO ... -8.244 eV
SMILES ... COc1ccc(C(=O)N(C)[C@@H](C)c2ccon2)cc1OC1CCN(C(C)C)CC1
Multiplicity ... 1
Kohn-Sham gap ... 8.94 eV

Each line ends with the Mulliken charge.
Element x y z (Å)
C: 2.06 4.17 0.20  -1.055
H: 3.06 4.51 -0.03  0.273
O: 2.00 2.84 -0.26  -0.340
C: 0.86 2.11 -0.06  1.006
C: -0.29 2.66 0.51  -0.597
C: -1.44 1.91 0.67  -1.328
C: -1.48 0.59 0.24  -0.293
C: -0.32 0.03 -0.29  -0.165
C: 0.85 0.76 -0.44  0.569
O: 1.87 0.07 -1.03  -0.473
C: 3.23 0.40 -0.78  0.063
C: 4.07 -0.59 -1.59  -0.350
C: 5.56 -0.35 -1.30  -1.332
N: 5.91 -0.48 0.10  0.132
C: 5.11 0.44 0.88  -1.268
C: 3.59 0.26 0.70  -0.233
H: 3.06 1.01 1.29  0.510
H: 3.28 -0.73 1.05  0.158
H: 5.36 0.34 1.94  0.323
H: 5.38 1.46 0.57  0.429
C: 6.00 -1.82 0.68  1.083
C: 7.02 -1.78 1.82  -1.591
H: 7.98 -1.46 1.43  0.358
H: 7.13 -2.77 2.26  0.442
H: 6.72 -1.10 2.61  0.371
C: 6.44 -2.89 -0.32  -1.727
H: 7.38 -2.61 -0.77  0.379
H: 5.70 -3.05 -1.10  0.329
H: 6.58 -3.83 0.21  0.477
H: 5.02 -2.13 1.10  0.062
H: 6.17 -1.02 -1.90  0.448
H: 5.80 0.68 -1.59  0.474
H: 3.78 -1.61 -1.30  0.179
H: 3.87 -0.47 -2.65  0.480
H: 3.45 1.42 -1.12  0.111
H: -0.31 -1.01 -0.60  0.472
C: -2.70 -0.23 0.49  0.468
O: -3.19 -0.30 1.60  -0.623
N: -3.19 -0.92 -0.58  0.106
C: -2.91 -0.58 -1.95  -1.107
H: -3.83 -0.25 -2.44  0.354
H: -2.18 0.23 -1.99  0.468
H: -2.51 -1.44 -2.48  0.293
C: -4.35 -1.80 -0.40  0.300
C: -5.55 -0.96 -0.07  0.237
N: -6.20 -0.35 -1.02  -0.525
O: -7.18 0.37 -0.44  -0.211
C: -7.12 0.20 0.88  -0.666
C: -6.10 -0.64 1.20  -0.076
H: -5.77 -0.96 2.16  0.367
H: -7.85 0.73 1.47  0.476
C: -4.09 -2.90 0.63  -1.712
H: -3.87 -2.46 1.60  0.352
H: -4.96 -3.54 0.71  0.448
H: -3.23 -3.50 0.32  0.398
H: -4.53 -2.27 -1.37  0.616
H: -2.32 2.35 1.12  0.481
H: -0.30 3.69 0.83  0.426
H: 1.33 4.80 -0.31  0.338
H: 1.90 4.23 1.28  0.414

<ii>
The following is a quantum chemistry calculation of an isolated molecule of C22H31N3O4, from the OMol25 dataset.

HOMO ... -8.996 eV
SMILES ... CCOC(=O)[C@@]1(CC(=O)N[C@@H](Cc2cccnc2)C2CCCC2)CCCNC1=O
Multiplicity ... 1
Kohn-Sham gap ... 9.50 eV

Each line ends with the Mulliken charge.
Element x y z (Å)
C: 1.95 3.12 -0.38  -0.779
C: 0.75 3.60 0.38  -0.501
O: -0.32 2.65 0.16  -0.096
C: -1.44 2.87 0.84  -0.154
O: -1.66 3.86 1.50  -0.627
C: -2.46 1.73 0.64  2.563
C: -2.04 0.56 1.55  -1.865
C: -0.54 0.30 1.75  0.476
O: -0.01 0.57 2.82  -0.706
N: 0.11 -0.27 0.73  0.584
C: 1.54 -0.50 0.76  -0.596
C: 1.91 -1.72 1.64  -1.837
C: 1.34 -3.05 1.23  0.157
C: 0.00 -3.37 1.39  0.301
C: -0.47 -4.60 0.95  -0.740
C: 0.43 -5.48 0.37  -0.368
N: 1.73 -5.21 0.23  -0.744
C: 2.15 -4.03 0.66  -0.191
C: 2.05 -0.48 -0.69  0.658
C: 3.57 -0.72 -0.85  -1.163
C: 3.73 -1.86 -1.86  -0.553
C: 2.44 -1.81 -2.69  -0.961
C: 1.36 -1.47 -1.66  -0.777
C: -3.85 2.23 1.07  -1.240
C: -4.38 3.28 0.11  -0.675
C: -4.56 2.67 -1.27  -0.684
N: -3.39 1.88 -1.64  -0.173
C: -2.48 1.30 -0.83  -0.205
O: -1.71 0.46 -1.28  -0.737
H: 2.77 3.83 -0.26  0.501
H: 2.28 2.15 -0.01  0.018
H: 1.72 3.03 -1.45  0.243
H: 0.94 3.66 1.46  0.356
H: 0.41 4.58 0.05  0.337
H: -2.41 0.77 2.55  0.376
H: -2.53 -0.35 1.19  0.335
H: -0.37 -0.27 -0.16  0.401
H: 2.00 0.35 1.27  0.462
H: 2.99 -1.79 1.70  0.596
H: 1.56 -1.47 2.65  0.616
H: -0.67 -2.67 1.87  0.429
H: -1.51 -4.88 1.06  0.404
H: 0.10 -6.45 0.00  0.375
H: 3.22 -3.84 0.55  0.513
H: 1.82 0.53 -1.04  0.440
H: 4.04 0.19 -1.23  0.372
H: 4.06 -0.94 0.10  0.361
H: 4.63 -1.76 -2.47  0.469
H: 3.79 -2.82 -1.35  0.063
H: 2.51 -1.01 -3.44  0.297
H: 2.24 -2.74 -3.22  0.445
H: 1.05 -2.38 -1.15  0.178
H: 0.48 -1.03 -2.12  0.472
H: -4.53 1.37 1.11  0.398
H: -3.77 2.64 2.08  0.454
H: -5.34 3.67 0.46  0.403
H: -3.69 4.12 0.07  0.319
H: -5.45 2.03 -1.28  0.300
H: -4.71 3.45 -2.02  0.375
H: -3.35 1.53 -2.59  0.323

Result of the stability comparison: <i> is the least stable of them.

<i>
The following is a quantum chemistry calculation of a cluster of 13 separate species, C7H34O13 in total, from the OMol25 dataset.

HOMO ... -8.583 eV
Multiplicity ... 1
Kohn-Sham gap ... 8.73 eV

Each line ends with the Mulliken charge.
Element x y z (Å)
O: -0.25 1.18 -2.62  -0.508
C: -0.84 0.06 -2.71  -0.378
C: -2.13 -0.46 -1.91  -0.701
C: -1.81 -0.31 -0.52  0.516
C: -0.49 -0.91 -0.11  1.656
C: 0.17 -0.47 0.97  -1.114
C: 1.54 -0.84 1.22  0.674
C: 2.03 -1.02 2.50  -1.473
H: -0.60 -0.57 -3.49  0.570
H: -3.06 0.03 -2.21  0.595
H: -2.20 -1.52 -2.13  0.486
H: -1.71 0.73 -0.38  -0.385
H: -2.64 -0.74 0.10  0.294
H: 0.00 -1.71 -0.74  -1.996
H: -0.32 0.22 1.62  0.711
H: 2.16 -1.08 0.29  0.360
H: 2.93 -1.35 2.85  0.415
H: 1.30 -0.86 3.37  0.184
H: 1.99 1.80 0.29  0.261
H: 1.18 0.72 -0.55  0.358
O: 1.12 1.53 -0.05  -0.490
H: -2.41 1.72 2.05  0.303
H: -3.26 1.15 3.16  0.274
O: -2.60 0.84 2.52  -0.565
H: -0.73 -2.94 1.43  0.320
H: -0.21 -4.38 1.78  0.247
O: 0.04 -3.58 1.28  -0.529
H: -3.52 1.54 -0.75  0.456
H: -2.47 2.52 -1.06  0.232
O: -3.40 2.34 -1.40  -0.639
H: 0.90 4.42 -1.17  0.289
H: 0.01 3.12 -1.53  0.361
O: 0.00 4.12 -1.34  -0.662
H: -1.90 -1.30 2.42  0.265
H: -2.75 -2.65 2.82  0.259
O: -2.27 -2.16 2.15  -0.657
H: 1.60 1.83 1.66  0.416
H: 2.12 3.03 2.54  0.251
O: 2.27 2.17 2.38  -0.616
H: 3.77 1.25 1.15  0.303
H: 3.79 -0.02 0.23  0.325
O: 3.73 0.94 0.32  -0.630
H: 1.77 -4.58 0.32  0.253
H: 1.75 -3.00 0.26  0.321
O: 1.97 -3.83 -0.29  -0.666
H: 0.05 -2.93 -3.29  0.283
H: 0.05 -2.89 -1.81  0.230
O: -0.17 -2.32 -2.62  -0.459
H: 2.70 -2.39 -1.92  0.308
H: 2.12 -1.27 -2.41  0.307
O: 2.80 -1.39 -1.78  -0.611
H: -1.04 3.99 1.03  0.350
H: -2.21 3.64 0.14  0.338
O: -2.00 3.69 1.11  -0.689

<ii>
The following is a quantum chemistry calculation of a cluster of 13 separate species, C7H34O13 in total, from the OMol25 dataset.

HOMO ... -8.739 eV
Multiplicity ... 1
Kohn-Sham gap ... 8.91 eV

Each line ends with the Mulliken charge.
Element x y z (Å)
O: 0.03 1.73 -1.75  -0.349
C: 1.11 1.72 -2.28  0.098
C: 2.12 0.59 -2.20  -1.355
C: 1.36 -0.55 -1.44  0.029
C: 1.08 -0.25 0.02  0.472
C: 0.31 -0.95 0.85  0.562
C: -0.03 -0.40 2.21  -0.184
C: -0.72 -1.22 2.99  -0.891
H: 1.39 2.60 -2.86  0.408
H: 2.62 0.31 -3.13  0.444
H: 2.91 1.04 -1.58  0.566
H: 0.44 -0.58 -2.03  -0.753
H: 1.86 -1.53 -1.48  0.964
H: 1.56 0.63 0.43  -0.565
H: -0.21 -1.92 0.79  -0.375
H: 0.36 0.62 2.32  0.481
H: -1.42 -1.11 3.82  0.212
H: -0.87 -2.24 2.62  0.323
H: -2.40 1.35 0.49  0.495
H: -2.29 0.32 -0.51  0.317
O: -3.01 0.78 -0.02  -0.819
H: -1.87 -2.70 -1.02  0.404
H: -2.35 -3.27 0.40  0.260
O: -1.60 -3.02 -0.14  -0.592
H: 2.81 -1.69 1.90  0.316
H: 2.28 -0.99 3.07  0.372
O: 3.13 -1.23 2.70  -0.731
H: 0.34 -2.11 -3.15  0.455
H: 0.80 -1.31 -4.41  0.302
O: 0.12 -1.90 -4.08  -0.644
H: -3.66 1.40 -1.78  0.321
H: -3.12 1.65 -3.14  0.263
O: -3.34 0.90 -2.57  -0.598
H: 1.97 -4.07 1.41  0.298
H: 0.97 -3.36 0.58  0.305
O: 1.93 -3.43 0.69  -0.636
H: -3.18 -0.60 1.54  0.359
H: -3.73 0.54 2.10  0.316
O: -3.58 -0.37 2.37  -0.635
H: -1.66 2.17 3.03  0.288
H: -1.33 2.93 1.70  0.353
O: -2.01 2.48 2.20  -0.653
H: 3.37 0.89 2.87  0.360
H: 3.04 0.76 1.39  0.442
O: 3.00 1.39 2.12  -0.668
H: 3.69 2.69 0.65  0.408
H: 2.52 2.04 -0.08  0.000
O: 3.32 2.53 -0.23  -0.713
H: 1.18 3.33 0.84  0.275
H: -0.12 3.30 0.16  0.338
O: 0.34 2.87 0.90  -0.556
H: -3.12 -1.19 -2.37  0.280
H: -1.61 -1.20 -2.74  0.325
O: -2.35 -1.75 -2.50  -0.694

Result of the stability comparison: <i> is the least stable of them.

<i>
The following is a quantum chemistry calculation of a cluster of 2 separate species, C6H15N3 in total, from the OMol25 dataset.

HOMO ... -6.805 eV
SMILES ... [H]/N=C(\C)N.C/C=C\NC
Multiplicity ... 1
Kohn-Sham gap ... 7.56 eV

Each line ends with the Mulliken charge.
Element x y z (Å)
C: -0.29 0.07 -2.18  0.775
C: -1.28 -1.26 1.10  -1.066
C: 0.65 1.23 -2.05  -1.213
C: 0.43 0.94 2.67  -1.209
N: -0.03 -1.38 0.39  -0.312
N: -1.60 0.34 -1.94  -0.419
N: 0.07 -1.18 -2.27  -0.841
C: 1.09 -0.72 0.79  -0.373
C: 1.33 0.29 1.65  -0.141
H: -1.84 1.18 -1.44  0.213
H: -2.21 -0.45 -1.82  0.288
H: 1.03 -1.29 -2.57  0.251
H: -0.02 -1.61 -0.85  0.473
H: 1.94 -0.98 0.15  0.339
H: 2.36 0.64 1.69  0.375
H: -1.83 -0.33 0.85  0.270
H: -1.93 -2.10 0.83  0.314
H: -1.14 -1.27 2.18  0.384
H: 0.92 1.33 -0.99  0.255
H: 1.56 1.05 -2.61  0.338
H: 0.19 2.16 -2.38  0.378
H: 0.77 1.95 2.87  0.352
H: -0.61 1.00 2.33  0.298
H: 0.44 0.40 3.62  0.270

<ii>
The following is a quantum chemistry calculation of a cluster of 2 separate species, C6H15N3 in total, from the OMol25 dataset.

HOMO ... -6.445 eV
Multiplicity ... 1
Kohn-Sham gap ... 6.76 eV

Each line ends with the Mulliken charge.
Element x y z (Å)
C: 2.95 -0.08 -1.17  -1.033
C: -0.81 0.23 -1.65  -0.790
N: 1.61 0.06 -1.73  -0.197
C: 0.47 -0.15 -1.04  0.903
N: 0.49 -0.50 0.23  -0.222
H: 1.52 0.39 -2.67  0.256
H: 1.40 -0.69 0.63  0.243
H: 3.67 0.12 -1.96  0.321
H: 3.12 -1.10 -0.80  0.325
H: 3.12 0.63 -0.36  0.342
H: -1.26 0.94 -0.88  0.051
H: -1.50 -0.61 -1.69  0.220
H: -0.69 0.66 -2.64  0.360
C: -1.80 -1.35 1.10  -1.317
C: -1.41 1.51 1.09  -1.374
C: -0.64 -0.44 1.42  0.608
N: -0.15 -0.49 2.60  -0.936
H: 0.67 0.09 2.72  0.152
H: -2.34 -1.05 0.21  0.311
H: -1.44 -2.38 0.97  0.352
H: -0.46 2.04 1.21  0.206
H: -1.93 1.48 2.04  0.417
H: -2.11 2.04 0.43  0.419
H: -2.48 -1.33 1.95  0.386

<iii>
The following is a quantum chemistry calculation of a cluster of 3 separate species, C6H15N3 in total, from the OMol25 dataset.

HOMO ... -6.628 eV
Multiplicity ... 1
Kohn-Sham gap ... 7.33 eV

Each line ends with the Mulliken charge.
Element x y z (Å)
C: 1.14 1.52 -0.92  -0.429
C: -1.51 -1.34 -0.12  -0.450
C: -3.00 -1.06 -0.29  -1.253
N: 0.96 2.26 0.17  -0.474
N: 0.15 1.41 -1.84  -0.387
H: 2.13 1.20 -1.22  0.478
H: 1.79 2.35 0.74  0.325
H: 0.07 1.91 0.77  0.402
H: 0.23 0.66 -2.50  0.260
H: -0.78 1.59 -1.51  0.361
H: -1.36 -2.23 0.50  0.333
H: -1.03 -1.57 -1.07  0.285
H: -3.16 -0.20 -0.95  0.276
H: -3.50 -1.93 -0.73  0.392
H: -3.46 -0.83 0.67  0.313
C: 1.22 -0.83 0.31  -0.816
C: 2.16 -0.29 1.38  -1.076
C: -0.78 -0.21 0.53  0.644
N: -1.05 0.82 1.07  -0.868
H: 1.71 -1.01 -0.65  0.400
H: 0.85 -1.80 0.62  0.408
H: 2.88 0.44 0.99  0.217
H: 2.75 -1.07 1.86  0.341
H: 1.59 0.22 2.17  0.319

Result of the stability comparison: <ii> is the least stable of them.

<i>
The following is a quantum chemistry calculation of a cluster of 2 separate species, C4H12NO3 in total, from the OMol25 dataset.

HOMO (alpha / beta) ... -10.515 / -10.035 eV
Multiplicity ... 2
Kohn-Sham gap (alpha / beta) ... 11.19 / 7.24 eV

Each line ends with the Mulliken spin population.
Element x y z (Å)
C: 1.28 -0.84 0.31  0.023
C: -0.11 -1.25 -0.26  -0.027
C: -0.01 -0.93 -1.78  0.007
O: 0.83 -1.85 -2.53  0.000
N: -1.12 -0.37 0.41  0.360
C: -1.11 1.18 0.02  -0.066
O: 0.07 1.68 0.39  0.696
H: 2.05 -1.04 -0.48  0.001
H: 1.36 0.17 0.81  0.001
H: 1.48 -1.56 1.09  0.002
H: -0.15 -2.39 -0.03  0.029
H: 0.57 -0.09 -1.79  -0.002
H: -0.83 -0.50 -2.44  -0.003
H: 0.22 -2.06 -3.19  0.000
H: -0.84 -0.25 1.40  -0.023
H: -1.97 1.63 0.67  0.009
H: -1.34 1.33 -1.08  0.002
H: 0.37 1.25 3.32  0.000
H: -0.06 1.91 1.97  -0.005
O: -0.06 2.07 3.03  -0.002

<ii>
The following is a quantum chemistry calculation of a cluster of 2 separate species, C4H12NO3 in total, from the OMol25 dataset.

HOMO (alpha / beta) ... -10.318 / -9.637 eV
Multiplicity ... 2
Kohn-Sham gap (alpha / beta) ... 10.77 / 6.36 eV

Each line ends with the Mulliken spin population.
Element x y z (Å)
C: 0.17 -1.00 -0.32  -0.021
C: -1.28 -0.54 -0.45  0.004
C: -1.96 -1.42 -1.50  -0.001
O: -1.45 0.80 -0.79  0.014
N: 0.86 -0.75 0.96  0.408
C: 0.85 0.59 1.73  -0.054
O: 0.60 1.63 0.99  0.455
H: 0.84 -0.75 -1.14  0.013
H: 0.16 -2.11 -0.30  0.022
H: -1.89 -0.74 0.45  0.002
H: -1.78 -2.46 -1.15  0.001
H: -3.06 -1.49 -1.45  0.000
H: -1.64 -1.33 -2.54  0.000
H: -0.78 1.32 -0.29  -0.002
H: 1.84 -1.03 0.90  -0.023
H: 1.87 0.60 2.18  0.084
H: 0.13 0.43 2.54  0.053
H: 2.58 2.45 -0.53  -0.003
H: 1.58 2.67 0.58  -0.007
O: 2.37 3.12 0.14  0.054

Result of the stability comparison: <i> is the least stable of them.

<i>
The following is a quantum chemistry calculation of an isolated molecule of C2H7N3OS, from the OMol25 dataset.

HOMO ... -8.586 eV
SMILES ... CO/C(=N/N)NS
Multiplicity ... 1
Kohn-Sham gap ... 9.48 eV

Each line ends with the Mulliken charge.
Element x y z (Å)
C: 0.43 0.41 2.13  -0.664
C: -0.14 0.01 -0.07  0.649
H: 0.02 0.87 3.05  0.229
H: 0.83 -0.59 2.32  0.307
H: 1.24 1.09 1.81  0.301
H: -0.66 -0.20 -1.95  0.434
H: -3.33 -0.34 -0.37  0.137
H: 2.06 0.01 -2.10  0.231
H: 1.51 -1.46 -1.83  0.200
N: -1.14 -0.17 -1.02  -0.294
N: 1.13 -0.18 -0.31  -0.484
N: 1.25 -0.47 -1.72  -0.555
O: -0.59 0.37 1.12  -0.323
S: -2.61 0.65 -1.05  -0.169

<ii>
The following is a quantum chemistry calculation of an isolated molecule of C2H7N3OS, from the OMol25 dataset.

HOMO ... -9.177 eV
SMILES ... [H]/N=C(/NS)N(C)O
Multiplicity ... 1
Kohn-Sham gap ... 9.90 eV

Each line ends with the Mulliken charge.
Element x y z (Å)
C: 1.27 -1.10 0.53  -0.737
C: -0.50 0.43 -0.09  0.547
H: 0.67 -2.02 0.73  0.295
H: 2.20 -1.39 0.01  0.292
H: 1.45 -0.66 1.60  0.279
H: 1.99 0.90 -1.18  0.346
H: 0.29 1.97 0.61  0.300
H: -1.49 -1.06 -1.16  0.326
H: -3.28 1.20 -0.39  0.158
N: 0.77 -0.20 -0.46  -0.103
N: -0.66 1.55 0.49  -0.717
N: -1.41 -0.38 -0.44  -0.368
O: 1.82 0.81 -0.29  -0.462
S: -3.13 -0.07 0.05  -0.159

Result of the stability comparison: <ii> is the least stable of them.

<i>
The following is a quantum chemistry calculation of an isolated molecule of C2H7N3OS, from the OMol25 dataset.

HOMO ... -8.083 eV
SMILES ... CO/C(=N\S)NN
Multiplicity ... 1
Kohn-Sham gap ... 8.74 eV

Each line ends with the Mulliken charge.
Element x y z (Å)
C: 0.89 0.50 1.37  -0.697
C: -0.42 -0.59 -0.36  0.572
H: 1.36 0.21 2.29  0.337
H: 0.57 1.67 1.40  0.214
H: 1.74 0.64 0.55  0.282
H: 0.15 -0.09 -2.21  0.306
H: -0.46 1.66 -0.36  0.321
H: 1.08 1.95 -0.89  0.294
H: -2.19 -3.28 -0.28  0.138
N: 0.36 0.07 -1.30  -0.075
N: 0.24 1.52 -1.29  -0.654
N: -1.28 -1.49 -0.56  -0.528
O: -0.16 -0.39 1.01  -0.397
S: -1.88 -2.38 0.64  -0.113

<ii>
The following is a quantum chemistry calculation of an isolated molecule of C2H7N3OS, from the OMol25 dataset.

HOMO ... -8.958 eV
SMILES ... C/N=C(/NO)NS
Multiplicity ... 1
Kohn-Sham gap ... 9.59 eV

Each line ends with the Mulliken charge.
Element x y z (Å)
C: 0.48 -1.64 -0.49  -0.887
C: -0.45 0.38 0.18  0.641
H: 0.02 -2.63 -0.74  0.282
H: 1.29 -1.50 -1.21  0.299
H: 0.97 -1.67 0.49  0.296
H: 0.43 1.54 1.62  0.342
H: 2.92 0.06 0.72  0.126
H: -1.39 2.17 -0.01  0.228
H: -2.32 0.03 -1.00  0.399
N: -0.54 -0.65 -0.56  -0.539
N: 0.61 0.84 0.93  -0.352
N: -1.56 1.22 0.24  -0.244
O: -2.63 0.77 -0.46  -0.427
S: 2.16 1.09 0.30  -0.163

Result of the stability comparison: <i> is the least stable of them.